# 1
Molecular formula: C2H4FNO2
Method: DFT, wB97M-V/def2-TZVPD

Values from the calculation:
Frontier orbital gap = 11.48 eV
Charge = 0
E_HOMO = -10.870 eV
SMILES = N[C@H](F)C(=O)O

Each line ends with the natural charge from an NBO analysis.
Cartesian coordinates (Å):
F (0.204, 1.899, -0.039)  -0.37
O (2.249, -0.010, -0.137)  -0.51
O (0.780, -1.687, 0.029)  -0.67
N (-1.126, 0.068, -0.388)  -0.83
C (-0.035, 0.543, 0.381)  0.22
C (1.146, -0.372, 0.071)  0.73
H (-0.817, 0.180, -1.308)  0.38
H (-0.186, -1.711, 0.191)  0.50
H (-0.265, 0.535, 1.393)  0.18
H (-1.950, 0.555, -0.192)  0.38

***

# 2
Molecular formula: C2H4FNS
Method: DFT, wB97M-V/def2-TZVPD

Values from the calculation:
Frontier orbital gap = 9.37 eV
Charge = 0
E_HOMO = -8.784 eV
SMILES = NC(=S)CF

Each line ends with the natural charge from an NBO analysis.
Cartesian coordinates (Å):
S (-1.165, 1.286, 1.219)  -0.10
F (1.331, -1.141, -0.238)  -0.33
N (-0.654, 0.232, -1.124)  -0.81
C (0.818, -0.347, 0.632)  -0.03
C (-0.285, 0.471, 0.209)  0.01
H (1.644, 0.200, 1.118)  0.20
H (-0.183, -0.549, -1.728)  0.42
H (-1.522, 0.698, -1.413)  0.41
H (0.016, -0.849, 1.325)  0.22

***

# 3
Molecular formula: C2H4FeLiO2
Method: DFT, wB97M-V/def2-TZVPD

Values from the calculation:
2S+1 = 6
Frontier orbital gap (spin up / spin down) = 9.22 / 7.68 eV
Charge = +2
E_HOMO (spin up / spin down) = -19.284 / -19.300 eV
Expectation value of S² = 8.768

Each line ends with the Mulliken spin population.
Cartesian coordinates (Å):
Fe (1.348, -1.205, 0.919)  3.93
O (2.160, 0.288, 0.426)  0.94
O (-0.493, -0.877, 0.605)  0.10
C (-0.845, 0.588, 0.134)  0.01
C (-1.095, -0.622, -0.669)  0.01
Li (3.674, 1.017, 0.071)  0.00
H (-1.768, 1.178, 0.155)  0.00
H (-0.545, -0.752, -1.604)  0.00
H (-2.123, -0.991, -0.711)  0.00
H (-0.315, 1.376, 0.674)  0.00

***

# 4
Molecular formula: C2H4HgLiO
Method: DFT, wB97M-V/def2-TZVPD

Values from the calculation:
2S+1 = 3
Frontier orbital gap (spin up / spin down) = 8.55 / 7.65 eV
Charge = +1
E_HOMO (spin up / spin down) = -12.662 / -14.448 eV
Expectation value of S² = 2.011

Each line ends with the Mulliken spin population.
Cartesian coordinates (Å):
Hg (3.195, -0.514, 0.046)  0.83
O (1.087, -0.144, -0.567)  0.20
C (-0.191, -0.515, 0.128)  0.01
C (-1.079, 0.614, 0.447)  0.84
Li (0.538, 0.879, -1.930)  0.03
H (0.104, -1.015, 1.079)  0.03
H (-2.042, 0.734, -0.054)  0.01
H (-0.731, -1.258, -0.488)  0.02
H (-0.880, 1.219, 1.339)  0.04

***

# 5
Molecular formula: C2H4I3N2
Method: DFT, wB97M-V/def2-TZVPD

Values from the calculation:
Frontier orbital gap = 7.81 eV
Charge = +1
E_HOMO = -13.518 eV

Each line ends with the natural charge from an NBO analysis.
Cartesian coordinates (Å):
I (-0.898, 2.398, -0.438)  0.38
I (-1.998, -2.354, 0.309)  0.55
I (-3.900, 0.544, 0.120)  0.53
N (-2.041, -0.356, -0.012)  -0.78
N (0.577, -0.626, 0.031)  -0.56
C (-0.962, 0.308, -0.249)  0.29
C (1.851, 0.184, 0.242)  -0.44
H (2.721, -0.419, 0.061)  0.24
H (1.832, 1.007, -0.550)  0.20
H (0.829, -1.171, -0.729)  0.37
H (1.988, 0.485, 1.214)  0.22

***

# 6
Molecular formula: C2H4IN
Method: DFT, wB97M-V/def2-TZVPD

Values from the calculation:
Frontier orbital gap = 9.92 eV
Charge = 0
E_HOMO = -9.578 eV
SMILES = C=NCI

Each line ends with the natural charge from an NBO analysis.
Cartesian coordinates (Å):
I (2.326, 0.115, -0.313)  -0.01
N (-0.769, -0.141, 0.178)  -0.40
C (0.423, -1.002, -0.050)  -0.34
C (-0.867, 1.103, 0.059)  -0.03
H (0.314, -1.807, 0.801)  0.24
H (-1.753, 1.656, 0.182)  0.17
H (-0.049, 1.727, 0.026)  0.15
H (0.375, -1.651, -0.883)  0.22

***

Summary of energy relative to the best compared isomer or geometry (same formula, charge and spin) in kcal per mole
2.3; 31.6; 65.1; 0.0; 53.6; 23.5
(order as listed above)